Molecular formula: C85H177N9O11
Method: DFT, the ωB97M-V functional and the def2-TZVPD basis

The geometry in XYZ format:
```
282
Properties=species:S:1:pos:R:3:forces:R:3
C -2.206 -5.460 2.870 1.0595 0.1089 0.4636
C -3.255 -5.177 1.785 2.4004 -0.2601 -0.7275
C -4.412 -6.117 1.999 -1.8865 -0.2399 -0.4157
C -5.674 -5.744 1.150 1.3425 1.5772 0.4843
C -6.030 -4.276 1.547 -0.5215 -0.5240 -0.2656
C -4.870 -3.300 1.262 0.3763 0.5317 0.5514
N -3.657 -3.809 2.000 -1.1523 1.7987 0.3930
O -2.563 -2.868 1.831 -0.4364 -1.0486 -0.9232
C -4.569 -3.102 -0.228 -1.0595 0.5637 -0.8415
C -5.152 -1.894 1.877 1.0636 -0.0878 0.3822
C -2.556 -5.359 0.416 0.1106 -0.8136 -1.1593
H -1.801 -6.495 2.897 -0.6049 0.4740 -0.1373
H -2.571 -5.157 3.861 -0.2078 -0.3734 -0.2179
H -1.330 -4.809 2.726 -0.1813 -0.1459 -0.1884
H -4.182 -7.174 1.813 0.5057 0.3415 0.0592
H -4.653 -6.008 3.055 -0.2701 -0.2147 0.1903
H -6.505 -6.438 1.198 -0.0661 -0.0878 0.4023
H -5.349 -5.713 0.113 -0.1193 -0.1877 -0.2950
H -6.352 -4.245 2.602 0.5539 0.0510 -0.1466
H -6.923 -3.915 1.021 0.2315 -0.0561 -0.2500
H -4.401 -3.991 -0.833 -0.0118 0.0486 0.3180
H -5.408 -2.578 -0.732 0.1869 -0.1614 0.4224
H -3.731 -2.419 -0.372 0.1670 -0.1079 0.0327
H -4.266 -1.276 1.687 -0.1527 -0.0791 -0.0626
H -5.983 -1.289 1.522 -0.3915 -0.5490 -0.3136
H -5.179 -1.971 2.970 -0.2775 -0.1368 -0.1473
H -2.111 -6.356 0.331 0.0618 -0.0284 0.3621
H -1.728 -4.669 0.152 -0.4779 -0.0782 0.5834
H -3.236 -5.340 -0.449 0.0884 0.0562 0.4345
H -2.336 -2.872 0.865 0.0241 0.0464 0.9024
C 1.425 -7.007 1.982 -0.8079 0.5216 0.4112
C 2.856 -7.102 1.428 0.0436 -0.3988 0.3549
C 3.003 -8.029 0.223 0.1132 -0.2820 -0.2514
C 2.260 -7.494 -0.998 -0.4659 -0.0964 0.1316
C 2.902 -6.167 -1.354 0.1006 0.7883 -0.1689
C 2.801 -5.162 -0.177 0.8863 -0.2486 -0.1183
N 3.408 -5.841 0.990 0.0104 1.5103 0.0892
O 3.257 -4.882 2.070 -0.1354 -0.7042 0.2247
C 3.698 -3.926 -0.358 -0.2254 0.3205 -1.1879
C 1.387 -4.698 0.072 -1.0659 0.1202 -0.1679
C 3.762 -7.565 2.555 -0.8234 -0.6895 0.7100
H 1.323 -6.128 2.643 0.2010 -0.2274 -0.3870
H 1.060 -7.828 2.595 0.6195 -0.5089 0.0282
H 0.654 -6.904 1.223 0.1468 -0.0499 -0.0834
H 4.075 -8.036 -0.028 -0.1510 -0.1535 0.0947
H 2.733 -9.058 0.490 -0.1593 0.2160 -0.0002
H 1.183 -7.379 -0.777 0.3971 0.0250 -0.0860
H 2.302 -8.176 -1.848 0.1862 -0.1091 0.0456
H 2.493 -5.712 -2.269 -0.1210 -0.0855 0.3059
H 3.962 -6.350 -1.572 -0.0567 0.0799 0.1160
H 3.668 -3.291 0.511 0.0069 -0.0338 0.4013
H 4.749 -4.151 -0.602 -0.4149 -0.1714 0.0822
H 3.282 -3.272 -1.135 0.1293 -0.2480 -0.2650
H 1.057 -4.000 -0.690 0.0710 0.0606 -0.3219
H 0.630 -5.495 0.123 0.4310 0.3447 -0.2419
H 1.315 -4.142 0.998 0.0854 0.0610 0.2823
H 3.401 -8.575 2.800 0.5776 0.0170 0.0810
H 3.530 -6.958 3.432 0.2800 0.0402 0.0381
H 4.837 -7.534 2.354 -0.2891 -0.0767 -0.2176
H 4.146 -4.558 2.203 0.3542 0.0137 0.0810
C 6.356 2.469 -1.865 -0.7219 0.6199 0.0116
C 5.000 3.267 -2.045 0.7316 -1.8389 0.1927
C 4.243 3.478 -0.737 0.7929 0.6510 0.8769
C 4.885 4.591 0.141 -1.1033 0.4764 -1.7320
C 4.834 5.906 -0.716 0.2463 -1.3155 1.0841
C 5.640 5.716 -2.014 0.5333 0.3068 0.6132
N 5.098 4.543 -2.696 1.3475 0.8095 -2.4580
O 6.059 4.322 -3.887 -1.4463 0.2473 1.4669
C 5.474 6.946 -2.912 0.2975 0.0179 0.2130
C 7.152 5.575 -1.752 0.6859 0.2948 0.4527
C 4.132 2.431 -2.977 -0.1021 -0.6458 -0.3326
H 6.976 2.907 -1.086 0.0954 -0.0266 -0.0412
H 6.896 2.450 -2.814 -0.0108 0.0589 0.2430
H 6.149 1.443 -1.566 -0.1999 -0.0537 0.0054
H 3.232 3.678 -1.082 -0.3578 0.5512 0.5725
H 4.200 2.654 -0.035 0.0315 -0.9310 -0.6553
H 5.916 4.347 0.395 0.0542 -0.1207 -0.0979
H 4.345 4.643 1.085 -0.1232 0.3501 -0.0172
H 5.240 6.684 -0.081 0.1961 0.5645 -0.3273
H 3.788 6.146 -0.946 0.1612 -0.0229 -0.0226
H 4.444 7.192 -3.159 -0.1372 -0.1615 0.0797
H 5.943 7.815 -2.437 -0.1963 -0.1143 0.0611
H 6.033 6.763 -3.817 0.0347 0.0517 -0.4232
H 7.709 5.392 -2.671 -0.2558 0.0044 -0.0656
H 7.547 6.510 -1.349 -0.1245 0.0837 0.0548
H 7.477 4.797 -1.053 -0.4446 0.1485 -0.0868
H 3.977 1.454 -2.516 -0.2940 -0.0885 0.0172
H 4.642 2.235 -3.921 0.1215 0.0456 0.0438
H 3.171 2.898 -3.239 0.2136 -0.0029 0.3879
H 5.467 4.438 -4.633 -0.1925 0.0536 -0.0992
C -2.845 -1.447 5.094 -0.5885 -0.0923 -0.2281
C -1.468 -1.024 5.475 1.4720 1.0477 0.4944
C -1.059 -1.779 6.758 0.9461 -0.2334 0.0870
C 0.462 -1.555 7.092 -0.5394 0.3922 -0.8511
C 1.277 -2.130 5.951 -0.3671 0.1436 -0.6885
C 0.920 -1.441 4.595 1.1880 0.6304 0.0113
N -0.524 -1.473 4.389 -1.2242 0.1035 0.0006
O -0.869 -0.706 3.183 0.4380 -0.7206 0.6726
C 1.510 0.005 4.517 0.8962 -0.6867 -0.3767
C 1.599 -2.248 3.438 -1.1996 0.7282 0.4337
C -1.435 0.532 5.682 0.0159 -0.5656 -0.5245
H -3.175 -0.814 4.280 -0.3650 -0.0757 -0.2997
H -3.534 -1.332 5.926 -0.0700 0.2059 0.1731
H -2.883 -2.492 4.800 0.0798 -0.1268 -0.2469
H -1.665 -1.442 7.605 -0.1615 -0.0844 -0.2306
H -1.311 -2.834 6.506 0.4495 0.3794 0.6430
H 0.895 -1.940 8.016 -0.7686 -0.1842 0.2696
H 0.615 -0.461 7.115 0.0425 -0.4037 0.2030
H 1.016 -3.193 5.849 0.2055 0.0932 0.0106
H 2.362 -2.061 6.167 -0.4765 0.0754 -0.4065
H 1.358 0.722 5.324 -0.2680 -0.3246 0.0474
H 2.596 -0.135 4.429 -0.0184 0.1564 0.0992
H 1.215 0.456 3.570 -0.1989 0.1046 0.0742
H 2.656 -2.413 3.645 -0.0827 0.0610 -0.1617
H 1.069 -3.188 3.325 0.1091 -0.3224 0.0975
H 1.414 -1.693 2.509 0.4532 -0.1778 0.0857
H -2.223 0.877 6.363 0.1998 -0.2357 0.0548
H -1.607 1.059 4.728 0.0767 -0.2644 0.4052
H -0.451 0.822 6.048 -0.3335 0.2298 0.1466
H -1.407 -1.362 2.712 -0.0901 -0.0388 -0.0948
C 9.333 -0.566 3.801 0.8484 -0.4054 0.2794
C 8.501 -0.095 2.590 0.5623 -1.0578 0.3494
C 8.996 -0.748 1.280 -0.6894 0.3360 -1.1692
C 7.959 -0.470 0.109 -0.2830 -0.9180 1.3204
C 6.623 -1.173 0.535 0.7473 0.7202 -0.5297
C 6.123 -0.579 1.833 -1.6484 -0.2979 -0.2577
N 7.138 -0.621 2.841 0.6309 1.1548 1.5096
O 6.604 0.210 3.959 0.3906 -1.3272 -0.5127
C 5.533 0.825 1.574 -0.4174 -0.0623 0.2153
C 4.984 -1.470 2.415 -0.1430 0.6379 0.1892
C 8.599 1.410 2.590 0.1771 -0.0743 0.0554
H 8.909 -0.340 4.784 -0.2994 0.2044 -0.3414
H 10.333 -0.126 3.838 -0.0797 0.3260 -0.3269
H 9.556 -1.628 3.816 -0.4138 -0.3829 -0.2815
H 9.972 -0.361 0.983 0.0338 0.2027 0.2475
H 9.133 -1.828 1.400 -0.2133 0.0678 0.1073
H 8.253 -0.856 -0.869 0.3687 0.0035 0.1774
H 7.827 0.614 0.015 -0.0905 -0.2613 -0.1061
H 6.769 -2.250 0.634 0.1886 -0.0250 0.0208
H 5.817 -1.026 -0.195 0.2439 -0.0554 -0.0461
H 6.217 1.567 1.170 0.2256 -0.1366 -0.0411
H 4.698 0.761 0.861 0.1235 -0.1602 0.2604
H 5.169 1.199 2.533 -0.1414 0.1591 -0.2427
H 4.515 -0.929 3.251 0.1933 -0.2572 -0.1664
H 4.186 -1.643 1.699 -0.0203 -0.0405 -0.2664
H 5.354 -2.434 2.796 0.0848 0.3003 -0.2531
H 8.191 1.820 1.683 0.0751 0.4771 -0.2795
H 9.656 1.682 2.735 -0.4747 0.1886 -0.2125
H 7.996 1.714 3.439 0.1894 0.5773 0.0139
H 6.643 -0.452 4.653 -0.1699 0.1150 0.3171
C -0.271 4.845 2.062 -0.0724 0.0027 -0.0449
C -0.730 4.159 3.344 -0.9516 -0.6414 -0.7222
C -1.493 5.161 4.200 -0.0146 0.5397 0.8714
C -2.878 5.540 3.699 -0.0794 -0.6401 -0.3990
C -3.674 4.239 3.640 -0.2571 -0.8004 -0.9536
C -3.032 3.210 2.647 0.0262 0.5142 0.9474
N -1.666 3.025 3.138 0.0931 -0.3824 0.0796
O -1.047 2.123 2.239 0.6748 -1.1235 0.5695
C -3.771 1.854 2.734 0.1381 0.4244 -0.3073
C -3.014 3.668 1.204 -0.3789 -0.1529 -1.8009
C 0.461 3.531 4.024 0.2535 1.5019 1.3455
H -1.102 5.437 1.691 0.3061 0.2192 -0.3568
H 0.006 4.092 1.325 0.0326 0.0719 -0.1011
H 0.601 5.486 2.253 -0.2779 -0.0876 -0.0209
H -1.688 4.770 5.199 0.4473 -0.2801 0.1988
H -0.908 6.066 4.321 0.3879 0.1521 0.0558
H -2.800 6.060 2.731 -0.3387 -0.2252 0.2163
H -3.380 6.206 4.398 0.1971 0.2365 0.0618
H -4.704 4.350 3.304 -0.1468 0.3637 0.0053
H -3.739 3.775 4.648 0.2432 0.2213 -0.5052
H -3.829 1.478 3.762 0.0461 0.1031 -0.2074
H -4.771 1.995 2.320 -0.1669 -0.0364 0.2211
H -3.297 1.109 2.085 0.0565 0.0953 0.2478
H -3.924 3.418 0.654 -0.3745 -0.0261 0.3457
H -2.851 4.717 0.969 0.0369 0.1911 0.5161
H -2.258 3.128 0.609 -0.0516 0.0616 0.5332
H 0.120 3.116 4.975 0.1956 -0.2461 -0.0626
H 1.112 4.390 4.263 0.2150 -0.5003 0.0474
H 1.015 2.798 3.450 -0.1270 0.0138 -0.2263
H -0.867 1.344 2.816 -0.1242 0.2774 -0.6529
C -4.317 1.224 -1.867 1.0903 -0.0410 -0.0178
C -5.699 1.354 -2.517 1.4512 0.6290 0.2997
C -5.741 0.700 -3.888 -1.1501 0.3735 -0.9482
C -7.221 0.665 -4.393 0.6015 -0.8007 0.8169
C -7.989 -0.262 -3.332 0.5053 1.3167 -2.1094
C -7.972 0.402 -1.973 0.0094 -1.2185 1.0853
N -6.584 0.655 -1.620 0.0734 -0.4871 0.7234
O -6.480 1.149 -0.270 -0.2188 0.2700 -1.1691
C -8.869 1.634 -1.958 0.0017 1.1793 0.4416
C -8.429 -0.596 -0.876 -0.8090 0.6180 -0.4356
C -6.019 2.876 -2.659 -0.1739 -0.0575 0.5689
H -3.513 1.680 -2.455 -0.2525 0.1159 -0.3204
H -4.008 0.179 -1.730 -0.3909 0.0383 -0.0321
H -4.243 1.697 -0.883 -0.3109 -0.0786 -0.1832
H -5.083 1.292 -4.528 -0.1694 0.1013 -0.1875
H -5.407 -0.330 -4.015 0.3746 -0.0968 0.8467
H -7.202 0.282 -5.425 -0.3931 -0.1376 0.4169
H -7.629 1.672 -4.425 -0.1854 -0.0979 -0.0971
H -7.501 -1.234 -3.414 -0.0413 -0.0669 0.5872
H -9.033 -0.374 -3.606 -0.1847 -0.1435 -0.2153
H -9.958 1.488 -2.036 0.4692 -0.4357 -0.0191
H -8.708 2.190 -1.019 -0.2280 -0.2558 -0.0695
H -8.576 2.355 -2.720 -0.2706 -0.2100 -0.1303
H -7.811 -1.493 -0.883 0.0850 0.0737 0.0235
H -8.371 -0.090 0.102 -0.1455 -0.4777 -0.4016
H -9.467 -0.869 -1.106 0.1093 -0.0975 0.2838
H -5.209 3.523 -3.041 -0.1450 -0.6079 0.1633
H -6.264 3.211 -1.642 0.1995 0.4018 -0.2481
H -6.912 3.054 -3.251 0.1977 0.0961 -0.1376
H -6.838 2.047 -0.359 0.0733 0.0211 0.5556
C -2.423 -1.500 -6.190 -1.1615 0.4605 0.6495
C -2.294 -2.407 -4.934 2.4662 1.0622 -0.8638
C -3.544 -3.096 -4.537 -1.0771 -1.0665 0.8276
C -3.255 -4.253 -3.541 -0.0236 0.1991 0.0347
C -2.345 -5.259 -4.241 -0.3730 -0.9191 0.6957
C -1.013 -4.667 -4.520 1.0799 1.9587 -3.3447
N -1.261 -3.387 -5.386 -0.3386 -2.3235 0.6615
O -0.032 -2.788 -5.658 0.1221 0.3857 -0.2972
C -0.144 -4.301 -3.347 0.0408 -1.3622 1.5809
C -0.172 -5.695 -5.399 -0.5034 0.8338 1.0381
C -1.840 -1.521 -3.729 0.1986 0.2244 -0.3030
H -2.846 -2.048 -7.030 0.2001 -0.2447 0.0110
H -1.481 -1.035 -6.490 -0.0878 -0.2590 0.2011
H -3.145 -0.697 -5.976 0.1795 -0.0125 0.0231
H -4.188 -2.312 -4.117 -0.0709 -0.3359 0.1905
H -4.121 -3.557 -5.337 0.2114 0.1804 -0.5625
H -4.183 -4.656 -3.104 0.3153 -0.0597 -0.4085
H -2.663 -3.880 -2.718 -0.1312 0.2874 0.5391
H -2.834 -5.691 -5.124 0.3131 0.3906 -0.1729
H -1.988 -6.138 -3.689 -1.0393 -0.0649 0.7087
H -0.610 -3.748 -2.524 0.0249 0.0620 -0.3356
H 0.107 -5.281 -2.911 0.2058 0.2303 0.2470
H 0.830 -3.859 -3.584 -0.3262 0.0047 -0.2195
H 0.809 -5.255 -5.521 0.2844 -0.0897 -0.2690
H -0.057 -6.670 -4.884 -0.1761 0.5411 -0.0878
H -0.627 -5.857 -6.366 -0.1750 0.0541 -0.2277
H -2.608 -0.785 -3.505 -0.2557 0.2026 -0.1999
H -0.939 -0.941 -3.969 -0.0727 -0.1648 -0.0228
H -1.675 -2.028 -2.783 0.0593 -0.2692 -0.1477
H 0.330 -2.474 -4.820 0.0812 0.1392 0.1821
C 0.604 7.384 -2.458 0.7179 1.2341 0.2604
C 0.495 6.197 -3.370 -1.2097 -2.0727 0.5114
C 0.463 4.833 -2.541 -0.4957 0.7862 0.5187
C -0.821 4.817 -1.612 0.4095 0.0661 -1.5908
C -2.023 4.752 -2.610 0.2789 -0.2440 0.3609
C -2.084 6.010 -3.477 -0.5478 1.6312 0.5435
N -0.791 6.185 -4.162 1.2200 0.3363 -0.0826
O -0.799 7.461 -4.871 -0.2215 -0.8163 0.1893
C -3.108 5.869 -4.620 0.2030 0.2778 -0.5847
C -2.446 7.313 -2.660 -0.2714 -0.2886 -0.1621
C 1.618 6.140 -4.367 0.9275 0.2343 -1.4331
H 0.482 8.303 -3.044 -0.1251 -0.1606 0.1218
H 1.591 7.483 -1.995 0.1428 -0.3365 -0.1725
H -0.095 7.413 -1.632 -0.0205 -0.0804 -0.1172
H 0.439 3.974 -3.243 -0.0152 0.4609 0.3339
H 1.393 4.763 -1.945 -0.3337 0.1182 -0.2598
H -0.881 5.778 -1.083 0.0453 -0.4334 0.0223
H -0.787 4.045 -0.827 -0.1436 0.0105 -0.5984
H -2.979 4.586 -2.109 -0.0748 0.3620 0.1825
H -1.960 3.907 -3.308 0.4213 -0.1048 0.2018
H -3.265 6.840 -5.133 0.1544 -0.4160 0.3787
H -2.689 5.185 -5.381 -0.3572 0.0626 0.3922
H -4.100 5.539 -4.303 0.1728 -0.1598 0.1933
H -2.144 8.169 -3.276 -0.1477 -0.1507 0.2678
H -3.521 7.409 -2.461 0.1001 -0.2574 -0.2123
H -1.957 7.404 -1.685 -0.1172 -0.1913 -0.2662
H 2.594 5.841 -3.989 -0.1031 -0.1343 0.6331
H 1.818 7.085 -4.886 -0.3222 0.1655 0.3631
H 1.416 5.458 -5.200 -0.3092 -0.2129 0.3087
H -0.946 7.153 -5.768 0.0700 0.1664 -0.2572
O -0.869 -2.103 -0.475 -0.7135 -0.6164 -0.0387
C -0.173 -1.140 -0.301 -0.6213 -0.3597 -0.3757
O 1.113 -1.298 -0.033 1.0081 1.0738 -0.0085
C 1.742 0.004 0.164 0.1203 0.3916 -0.4457
C 0.714 1.073 -0.314 0.1049 -0.1327 0.6690
C -0.607 0.293 -0.361 0.5396 0.4667 -0.4747
H 2.632 0.110 -0.487 -0.2633 -0.5910 0.5600
H 2.022 0.044 1.225 -0.0696 0.2336 -0.3197
H 1.033 1.474 -1.282 -0.2443 -0.1996 0.0412
H 0.650 1.913 0.381 0.0718 -0.1135 0.0015
H -1.181 0.502 -1.275 0.0287 -0.2949 0.3289
H -1.240 0.472 0.505 -0.0733 0.1845 0.0768
```
Positions in Å, forces in eV/Å.

The structure (SMILES) is CC1(C)CCCC(C)(C)N1O.CC1(C)CCCC(C)(C)N1O.CC1(C)CCCC(C)(C)N1O.CC1(C)CCCC(C)(C)N1O.CC1(C)CCCC(C)(C)N1O.CC1(C)CCCC(C)(C)N1O.CC1(C)CCCC(C)(C)N1O.CC1(C)CCCC(C)(C)N1O.CC1(C)CCCC(C)(C)N1O.O=C1CCCO1. Its energy above the lowest of the compared OMol25 structures with the same formula, charge and spin is 0.0 kJ/mol.

Atomic partial charges in e from the Mulliken method, atoms 1 to 6:
1. C -1.8171
2. C 2.2350
3. C -1.4993
4. C -0.4972
5. C -1.4590
6. C 1.9312